(1)
101
Properties=species:S:1:pos:R:3 method="wB97M-V/def2-TZVPD" max_force_ev_per_a=17.92 e_above_lowest_kj_mol=2125.78 total_charge=-1 homo_energy_ev=-1.5 homo_lumo_gap_ev=4.15
O 4.46519 -20.98385 16.95214
C 4.47714 -19.67929 17.16053
O 3.54567 -19.14725 17.77300
O 5.48753 -18.98163 16.93986
H 5.36821 -21.17407 16.68761
C -1.21127 -14.64841 18.18711
O 0.08249 -15.20683 18.22453
C 0.75732 -15.39189 16.97562
C 2.31333 -15.77054 17.04551
N 2.57257 -17.13947 17.49836
C 2.26001 -18.19945 16.53501
C 3.29320 -18.23158 15.38753
O 4.62224 -18.25667 15.85771
C 5.56116 -18.39903 14.79210
H -1.07594 -13.65234 17.76567
H -1.57979 -14.48714 19.20017
H -1.89106 -15.23466 17.56880
H 0.74850 -14.46639 16.39990
H 0.12522 -16.14699 16.50830
H 2.82140 -15.06594 17.70393
H 2.71026 -15.58724 16.04703
H 1.82445 -17.21974 18.17214
H 1.23707 -18.12774 16.16550
H 2.42064 -19.14665 17.04988
H 3.17756 -17.37900 14.71833
H 3.05930 -19.08327 14.74876
H 6.55198 -18.37422 15.24570
H 5.42848 -17.70968 13.95825
H 5.46127 -19.41143 14.40071
C 7.84157 -16.74258 16.13812
O 7.15376 -17.13252 17.37967
C 7.86882 -18.19072 17.98548
C 7.23613 -18.49287 19.37697
N 5.87463 -18.96491 19.30082
C 5.38028 -19.28114 20.62503
C 3.91132 -19.70306 20.56148
O 3.08204 -18.69067 20.01330
C 1.67851 -18.94411 20.28595
H 7.24576 -15.97163 15.64951
H 7.87848 -17.62453 15.49868
H 8.81318 -16.30670 16.37072
H 8.95019 -18.06533 18.04040
H 7.73834 -19.07082 17.35580
H 7.29129 -17.61131 20.01564
H 7.80755 -19.29685 19.84085
H 5.80774 -19.79039 18.72272
H 5.38384 -18.34826 21.18880
H 6.04211 -19.96572 21.15553
H 3.64471 -20.13362 21.52669
H 3.75525 -20.57771 19.93002
H 1.06687 -18.12663 19.90421
H 1.44315 -19.14113 21.33184
H 1.42674 -19.84294 19.72309
C 7.31705 -21.39572 21.13024
O 7.71637 -20.92763 19.90217
C 6.82361 -21.44030 18.90503
C 7.34228 -21.18670 17.48851
N 6.61382 -21.98223 16.49237
C 6.97145 -21.63688 15.12099
C 6.38653 -20.30763 14.51228
O 6.48360 -20.20999 13.04250
C 6.20305 -18.88678 12.53642
H 8.01537 -20.97984 21.85653
H 7.33187 -22.48538 21.15319
H 6.32367 -21.06287 21.43108
H 5.96022 -20.78527 19.02165
H 6.49066 -22.47226 19.01599
H 8.41978 -21.34866 17.51774
H 7.16904 -20.16416 17.15310
H 7.08352 -22.86763 16.61709
H 6.60894 -22.46071 14.50618
H 8.04520 -21.81961 15.07878
H 6.88858 -19.42424 14.90682
H 5.35946 -20.14406 14.83857
H 6.35422 -18.99069 11.46197
H 6.95399 -18.19423 12.91665
H 5.21725 -18.45483 12.70884
C 6.89386 -21.21423 24.26506
O 6.50675 -21.94512 23.10228
C 5.37094 -21.44997 22.43493
C 4.95607 -22.41015 21.25905
N 3.85366 -21.81206 20.48927
C 3.62138 -22.60625 19.30568
C 2.87107 -21.76894 18.23334
O 1.44071 -21.68295 18.36791
C 0.83335 -21.11164 17.19855
H 7.84002 -21.66521 24.56421
H 6.15465 -21.25775 25.06491
H 7.11798 -20.16750 24.05955
H 5.71256 -20.47279 22.09359
H 4.53708 -21.26467 23.11200
H 4.68042 -23.36140 21.71429
H 5.81386 -22.64066 20.62725
H 2.97913 -21.86886 20.99134
H 2.91743 -23.42907 19.43025
H 4.52244 -23.03894 18.87099
H 3.16258 -22.16067 17.25883
H 3.32355 -20.77732 18.23975
H 1.15042 -21.67055 16.31811
H 1.14880 -20.09377 16.96935
H -0.25321 -21.11306 17.28517

***

(2)
100
Properties=species:S:1:pos:R:3 method="wB97M-V/def2-TZVPD" max_force_ev_per_a=4.75 total_charge=+2 multiplicity=2 homo_energy_ev="-13.3 / -13.3" homo_lumo_gap_ev="5.07 / 2.45" s2=0.76
Zn -2.55772 0.80610 3.54971
C -1.30681 0.37566 0.28028
O -0.04908 0.96290 0.55955
O -2.05444 0.43852 1.50782
C -1.85760 1.02885 -1.09572
F -2.03708 2.34610 -1.10265
F -1.28439 0.69257 -2.25270
F -2.99666 0.50200 -1.26601
C 1.10137 0.62793 -0.25253
C 2.46532 1.00020 0.38053
H 2.55616 0.79091 1.44638
H 3.27509 0.79756 -0.32041
H 2.56191 2.08588 0.37329
H 1.03785 1.28286 -1.12150
H 1.20047 -0.39130 -0.62600
H -1.09270 -0.65598 0.00103
C 4.15821 -2.30106 -0.37901
C 3.57377 -3.74696 -0.56185
C 2.11182 -3.76499 -0.15825
O 3.80029 -4.16477 -1.85986
H 3.52463 -1.53254 -0.82179
H 5.22197 -2.21074 -0.59889
H 4.15476 -2.07896 0.68812
H 4.07454 -4.45770 0.09556
H 1.40030 -3.11080 -0.66213
H 2.15504 -3.56847 0.91301
H 1.64733 -4.75095 -0.17302
H 3.40706 -3.45346 -2.37074
C -3.83905 -2.47468 1.67562
C -4.54432 -1.67068 2.83101
C -5.31323 -2.47374 3.81046
O -3.47984 -1.21509 3.64231
H -4.17362 -1.96574 0.77166
H -4.06528 -3.53983 1.72420
H -2.75277 -2.46094 1.58669
H -5.22672 -0.94074 2.39555
H -6.08901 -2.97453 3.23125
H -5.71162 -1.91898 4.65995
H -4.68546 -3.30770 4.12431
H -3.11106 -2.00701 4.04037
C -2.11613 1.76612 -7.79294
C -1.90730 2.50201 -6.46244
C -1.01149 1.60890 -5.55403
O -1.16240 3.69633 -6.78043
H -1.12977 1.39955 -8.07723
H -2.50283 2.34838 -8.62932
H -2.77217 0.91592 -7.60618
H -2.82727 2.87434 -6.01176
H 0.04924 1.78498 -5.73275
H -1.12658 0.54494 -5.76104
H -1.01257 1.90179 -4.50411
H -1.20038 4.23555 -5.98709
C 1.09705 0.53998 4.98371
C 0.43843 -0.13676 3.79003
C 1.10124 -1.40557 3.30799
O -0.92092 -0.39364 4.17577
H 0.61846 1.47478 5.27558
H 2.08903 0.91707 4.73494
H 1.32454 -0.13484 5.80894
H 0.48556 0.47934 2.89209
H 0.89627 -2.16905 4.05846
H 2.18594 -1.29900 3.29499
H 0.82099 -1.76060 2.31627
H -1.09077 -1.25209 4.57051
C 6.01396 1.71204 2.03101
C 7.30104 1.14448 1.25370
C 7.07654 0.41520 -0.04142
O 8.13413 2.29046 1.00375
H 5.35074 0.85495 2.14775
H 5.43110 2.51287 1.57596
H 6.31536 2.00394 3.03701
H 7.93491 0.57403 1.93261
H 6.38500 0.93252 -0.70643
H 6.60954 -0.51323 0.28722
H 7.98756 0.15938 -0.58244
H 7.78954 2.60514 0.16481
C -3.39485 -3.49262 -2.93042
C -4.07628 -2.21542 -3.45526
C -3.15101 -1.28825 -4.22464
O -5.18925 -2.68061 -4.28213
H -3.06290 -4.07154 -3.79225
H -4.11706 -4.02231 -2.30917
H -2.60273 -3.47184 -2.18194
H -4.33827 -1.61018 -2.58742
H -3.61507 -0.45312 -4.74936
H -2.70019 -1.73326 -5.11166
H -2.31389 -1.00009 -3.58879
H -5.88744 -2.03619 -4.41950
C -2.19125 4.78032 2.73214
C -1.32721 3.42736 2.54822
C 0.21033 3.50209 2.39003
O -1.70150 2.62830 3.61571
H -1.54380 5.51486 3.21106
H -3.07637 4.58882 3.33875
H -2.43276 5.21589 1.76257
H -1.78706 2.99764 1.65828
H 0.75127 2.66765 2.83633
H 0.73093 4.39275 2.74187
H 0.37718 3.53579 1.31340
H -1.41582 3.09407 4.40504